No. 1
The following is a quantum chemistry calculation of C5H13N2O as an isolated structure at a distorted geometry, from the OMol25 dataset.

Structure (ORCA input):
```
! RIJCOSX wB97M-V def2-TZVPD def2/J DEFGRID3
* xyz -1 1
C 0.7407 -0.1925 -0.1329
N 1.9657 0.2417 -0.0952
C 2.5973 -0.1091 3.1801
C -0.3166 -0.1067 -1.2267
C -0.6191 -1.4982 -1.7201
N -1.5104 0.4698 -0.5723
C -2.5537 1.2716 -1.3635
O -3.3850 0.5408 -2.0816
H 0.9618 0.9348 0.3128
H 0.2987 -0.7556 0.7343
H 2.6029 -0.0799 2.0805
H 3.5341 -0.4998 3.5632
H 1.7304 -0.7438 3.3846
H 2.3731 0.8652 3.6122
H 0.0888 0.5004 -2.0498
H -0.9325 -2.1999 -0.9444
H 0.2639 -1.8777 -2.2498
H -1.5364 -1.4599 -2.3177
H -1.2110 0.9416 0.2644
H -1.9899 2.0662 -1.8966
H -3.1028 1.6911 -0.4816
*
```

Summary:
Molecular weight (g mol⁻¹): 117.2
HOMO energy (Ha): -0.0989
E_LUMO (eV): 3.43
DFT total energy (eV): -10419.1180
Gap between HOMO and LUMO (eV): 6.124

Results of the Mulliken charge analysis, in e, for atoms 1 through 6: -0.157, -0.861, -0.975, 0.741, -1.475, -0.355


No. 2
The following is a quantum chemistry calculation of the molecule C3H5NO2 at a distorted geometry, from the OMol25 dataset.

Structure (ORCA input):
```
! RIJCOSX wB97M-V def2-TZVPD def2/J DEFGRID3
* xyz 0 1
C 0.6509 -0.0674 0.4076
C -0.5903 -1.0011 0.1093
C -0.1997 1.2207 0.2321
H 1.4881 0.4759 -1.4560
H 1.0742 -0.2615 1.4222
H -0.3003 -1.7157 -0.6607
H -0.9626 -1.4563 1.0337
H 0.0667 2.2741 0.3496
N -1.2745 0.9693 -0.3598
O 1.6156 -0.0696 -0.5971
O -1.5680 -0.3683 -0.4808
*
```

Summary:
Molecular weight (g mol⁻¹): 87.1
HOMO energy (Ha): -0.3645
E_LUMO (eV): 0.82
SMILES: O[C@H]1C=NOC1
DFT total energy (eV): -8773.9677
Gap between HOMO and LUMO (eV): 10.744

Results of the Mulliken charge analysis, in e, for atoms 1 through 6: 0.236, -0.489, -0.376, 0.378, 0.309, 0.269


No. 3
The following is a quantum chemistry calculation of C40H55BCoF4N2O3SSe as an isolated structure, from the OMol25 dataset.

Structure (ORCA input):
```
! RIJCOSX wB97M-V def2-TZVPD def2/J DEFGRID3
* xyz -1 5
Co -0.4414 0.4081 -0.5491
C 0.9963 3.5334 6.5284
C 2.0335 3.4254 5.4030
C 2.6722 4.8015 5.1755
C 3.1288 2.4602 5.8538
C 1.3539 2.9574 4.1188
C 1.7207 1.8120 3.4400
C 1.0740 1.4448 2.2619
Se 1.6570 -0.1177 1.3430
C 2.8427 0.6534 0.0708
C 4.1344 1.0145 0.4103
C 4.9880 1.5594 -0.5378
C 4.4944 1.6924 -1.8352
C 3.2056 1.3341 -2.2211
C 2.3520 0.8033 -1.2302
O 1.1114 0.4232 -1.5342
C 2.7203 1.5351 -3.6576
C 3.8217 2.1008 -4.5564
C 2.2790 0.1931 -4.2623
C 1.5532 2.5268 -3.6695
C 6.3984 1.9857 -0.1335
C 7.1778 2.5899 -1.3011
C 6.3140 3.0375 0.9804
C 7.1751 0.7680 0.3831
C 0.0306 2.2070 1.7234
O -0.5754 1.8901 0.5948
C -0.3614 3.3905 2.4073
C 0.3136 3.7180 3.5693
C -1.4773 4.2793 1.8516
C -1.7164 5.4976 2.7460
C -1.0948 4.7954 0.4567
C -2.8010 3.5012 1.7828
H 1.4715 3.8590 7.4572
H 0.5179 2.5688 6.7054
H 0.2143 4.2518 6.2823
H 3.1651 5.1481 6.0873
H 1.9267 5.5448 4.8918
H 3.4150 4.7553 4.3776
H 3.5818 2.8277 6.7770
H 3.9197 2.3702 5.1075
H 2.7332 1.4622 6.0490
H 2.5185 1.1786 3.8027
H 4.4615 0.8741 1.4335
H 5.1432 2.1089 -2.5894
H 4.6869 1.4365 -4.6215
H 4.1645 3.0814 -4.2192
H 3.4202 2.2220 -5.5639
H 3.1221 -0.5017 -4.3079
H 1.9166 0.3556 -5.2799
H 1.4795 -0.2641 -3.6865
H 1.8657 3.4920 -3.2629
H 0.7131 2.1711 -3.0860
H 1.2017 2.6855 -4.6907
H 6.6830 3.4760 -1.7017
H 7.3043 1.8755 -2.1163
H 8.1718 2.8870 -0.9602
H 5.7592 3.9140 0.6423
H 7.3152 3.3565 1.2810
H 5.8063 2.6469 1.8628
H 7.2574 0.0067 -0.3944
H 6.6782 0.3147 1.2412
H 8.1829 1.0576 0.6911
H 0.0214 4.6208 4.0890
H -0.8341 6.1377 2.8192
H -2.0189 5.2125 3.7564
H -2.5214 6.0945 2.3140
H -0.1508 5.3453 0.5014
H -1.8663 5.4796 0.0953
H -0.9913 3.9925 -0.2671
H -3.1018 3.1763 2.7824
H -2.7241 2.6316 1.1378
H -3.5856 4.1498 1.3861
C -0.9713 -3.0416 3.8074
C -2.3173 -2.9228 3.1082
N -2.2744 -3.2808 1.6925
C -2.6146 -4.6599 1.3312
C -1.3981 -5.5539 1.1522
C -1.9012 -2.4017 0.7375
S -1.5136 -0.8091 1.2515
N -1.8614 -2.9307 -0.5009
C -1.6400 -2.1613 -1.5637
O -1.4311 -0.9204 -1.5840
C -1.6579 -2.8380 -2.8979
C -1.4874 -2.0678 -4.0440
C -1.4805 -2.6856 -5.2865
C -1.6398 -4.0607 -5.3848
C -1.8158 -4.8279 -4.2397
C -1.8279 -4.2155 -2.9968
H -1.0736 -2.7678 4.8587
H -0.2390 -2.3759 3.3528
H -0.5904 -4.0617 3.7596
H -2.7065 -1.9091 3.2003
H -3.0457 -3.5877 3.5762
H -3.2030 -4.6393 0.4160
H -3.2529 -5.0388 2.1315
H -0.7587 -5.1676 0.3604
H -1.7130 -6.5635 0.8806
H -0.8137 -5.6206 2.0698
H -1.3827 -0.9935 -3.9621
H -1.3541 -2.0837 -6.1770
H -1.6303 -4.5374 -6.3577
H -1.9443 -5.9002 -4.3182
H -1.9610 -4.7930 -2.0922
F -3.4106 2.0655 -2.9174
B -2.0495 2.1387 -3.1258
F -1.3932 1.6086 -1.9063
F -1.6161 3.4363 -3.2870
F -1.6406 1.3225 -4.1791
*
```

Summary:
Molecular weight (g mol⁻¹): 868.7
HOMO energy (alpha / beta) (Ha): -0.1973 / -0.1888
E_LUMO (alpha / beta) (eV): 2.22 / 1.02
⟨S²⟩: 6.0154
DFT total energy (eV): -176861.7353
Gap between HOMO and LUMO (alpha / beta) (eV): 7.586 / 6.155

Results of the Mulliken charge analysis, in e, for atoms 1 through 6: 1.794, -1.680, 2.128, -1.585, -2.067, -0.579


How do the records compare in ΔE to the lowest compared entry with this formula, charge and spin? In the order shown, they have 4.581 3.727 0.000 eV.